C12H10N2 | ωB97M-V/def2-TZVPD

Electronic energy (a.u.): -572.6496
Energy above the lowest of the compared OMol25 structures with the same formula, charge and spin (eV): 3.151
Kohn-Sham gap (eV): 7.70
M (g mol⁻¹): 182.23
Total charge: 0

Geometry as XYZ:
```
24
Properties=species:S:1:pos:R:3:mulliken_charge:R:1
C -1.085 -1.518 2.323 -0.9888
C -1.710 -0.879 0.040 0.0720
C -1.649 -0.437 -1.322 -0.3689
C -1.931 0.784 -3.074 -0.3145
C -0.518 1.024 -2.807 -0.6930
C -0.391 0.335 -1.578 0.7584
C 0.497 0.354 -0.457 0.7933
C 1.638 1.168 -0.618 -0.5949
C 2.632 1.108 0.338 -0.4405
C 2.560 0.213 1.373 -0.5607
C 1.311 -0.507 1.782 -0.9761
C 0.309 -0.337 0.817 0.8882
H -2.125 -1.767 2.358 0.3342
H -0.502 -2.346 2.665 0.2848
H -0.709 -0.596 3.004 0.3983
H -2.733 -1.082 0.580 0.1567
H -2.309 1.058 -4.047 0.4007
H 0.122 1.783 -3.430 0.2588
H 2.008 1.605 -1.608 0.1958
H 3.446 1.946 0.183 0.2504
H 3.329 0.262 2.210 0.2565
H 1.245 -1.164 2.547 0.5398
N -0.782 -1.020 0.943 0.0984
N -2.655 0.012 -2.223 -0.7487
```